The following is a quantum chemistry calculation of an isolated ion of composition C27H28F3N2O and charge +1, from the Open Molecules 2025 dataset.

The geometry in ORCA input format:
```
! RIJCOSX wB97M-V def2-TZVPD def2/J DEFGRID3
* xyz 1 1
C 3.779 1.988 1.700
N 2.457 1.596 1.248
C 1.953 0.268 1.360
C 2.929 -0.771 0.779
C 1.581 -0.140 2.782
N 0.608 0.400 0.493
C 0.232 1.868 0.555
C -0.617 2.220 1.760
C -2.019 1.645 1.719
C -2.864 1.894 0.623
C -4.223 1.562 0.702
C -4.729 0.933 1.846
C -3.867 0.592 2.896
C -2.518 0.946 2.827
C 1.591 2.522 0.696
O 1.895 3.655 0.330
H 3.955 3.038 1.451
H 3.860 1.854 2.786
H 4.537 1.370 1.207
H 3.475 -0.381 -0.095
H 3.683 -1.016 1.540
H 2.391 -1.700 0.533
H 1.092 0.660 3.352
H 0.927 -1.026 2.755
H 2.497 -0.425 3.320
H -0.116 -0.070 1.028
H -0.280 2.202 -0.356
H -0.104 1.954 2.698
H -0.680 3.327 1.749
H -2.476 2.385 -0.274
H -4.889 1.805 -0.130
H -5.793 0.708 1.922
H -4.241 0.067 3.778
H -1.832 0.713 3.648
F -2.344 -5.777 -1.966
C -1.201 -5.627 -1.224
F -1.446 -6.185 -0.001
F -0.231 -6.394 -1.821
C -0.781 -4.185 -1.121
C -0.866 -3.548 0.111
C -0.433 -2.228 0.243
C 0.106 -1.576 -0.871
C 0.748 -0.199 -0.777
C 0.451 0.721 -1.932
C 1.466 1.624 -2.281
C 1.417 2.273 -3.511
C 0.354 2.012 -4.384
C -0.742 1.256 -3.956
C -0.713 0.631 -2.706
C 0.189 -2.236 -2.105
C -0.299 -3.528 -2.253
H -1.252 -4.078 0.972
H -0.561 -1.744 1.221
H 1.813 -0.392 -0.932
H 2.319 1.760 -1.603
H 2.222 2.959 -3.780
H 0.382 2.406 -5.402
H -1.609 1.123 -4.607
H -1.550 0.020 -2.357
H 0.650 -1.721 -2.956
H -0.285 -4.012 -3.229
*
```

Properties
* SMILES: CN1C(=O)[C@H](Cc2ccccc2)[N@@H+]([C@H](c2ccccc2)c2ccc(C(F)(F)F)cc2)C1(C)C
* frontier orbital gap: 9.791 eV
* E_LUMO: -2.4 eV
* highest occupied orbital energy: -12.22 eV


The following is a quantum chemistry calculation of a 2-piece molecular cluster, CHCl2NO5 overall, from the Open Molecules 2025 dataset.

The geometry in ORCA input format:
```
! RIJCOSX wB97M-V def2-TZVPD def2/J DEFGRID3
* xyz 0 1
N -2.587 1.154 1.138
O -2.541 2.073 2.004
O -1.588 0.975 0.362
O -3.617 0.452 1.007
C 2.002 -0.807 -0.930
O 1.093 -0.218 0.036
O -0.157 -0.494 -0.342
Cl 3.530 0.053 -0.622
Cl 2.193 -2.565 -0.695
H 1.673 -0.623 -1.957
*
```

Properties
* energy above the lowest of the compared OMol25 structures with the same formula, charge and spin: 74.65 kJ/mol
* frontier orbital gap (spin up / spin down): 9.381 / 7.040 eV
* E_LUMO (spin up / spin down): -1.7 / -4.4 eV
* highest occupied orbital energy (spin up / spin down): -11.13 / -11.48 eV


The following is a quantum chemistry calculation of one molecule with the formula C10H10BrN3O, from the Open Molecules 2025 dataset.

The geometry in ORCA input format:
```
! RIJCOSX wB97M-V def2-TZVPD def2/J DEFGRID3
* xyz 0 1
C 0.574 -0.146 2.606
C 1.969 -0.353 2.636
C 1.884 -0.234 0.264
C 0.512 -0.025 0.272
C -0.180 0.092 1.478
C 2.594 -0.319 1.462
C 0.264 -1.354 -2.922
C -2.344 0.465 0.592
C -0.249 -0.016 -1.012
C -0.699 1.327 -1.579
N 0.671 -0.676 -1.978
N -3.370 0.375 -0.005
N -1.497 0.263 1.597
O -4.238 0.431 -0.840
Br 4.489 -0.712 1.350
H 0.086 -0.148 3.652
H 2.535 -0.053 3.544
H 2.393 -0.098 -0.696
H 1.078 -1.838 -3.442
H -0.705 -1.500 -3.354
H -1.059 -0.592 -0.889
H 0.119 2.042 -1.801
H -1.538 1.703 -1.016
H -1.335 1.041 -2.485
H -1.953 0.326 2.564
*
```

Properties
* SMILES: C=N[C@H](C)c1cc(Br)ccc1NC#[N+][O-]
* energy above the lowest of the compared OMol25 structures with the same formula, charge and spin: 0.00 kJ/mol
* frontier orbital gap: 8.385 eV
* E_LUMO: 0.2 eV
* highest occupied orbital energy: -8.18 eV


The following is a quantum chemistry calculation of a 2-piece molecular cluster, C9H14FNO overall, from the Open Molecules 2025 dataset.

The geometry in ORCA input format:
```
! RIJCOSX wB97M-V def2-TZVPD def2/J DEFGRID3
* xyz 0 1
C 2.314 0.856 -1.471
C 1.332 0.809 -0.671
C -2.447 1.365 -2.192
C 3.512 1.753 -1.217
C -1.378 -2.231 0.180
C -1.774 -1.130 1.112
C -0.635 -0.864 2.063
C 0.688 -0.495 1.425
C 0.564 0.619 0.363
N -3.136 1.755 -1.290
O -2.004 0.729 -3.067
F -0.473 1.469 0.602
H 3.703 2.581 -1.970
H 4.374 1.038 -1.182
H 3.315 2.202 -0.081
H -1.186 -3.306 0.631
H -0.630 -1.973 -0.537
H -2.140 -2.469 -0.570
H -2.768 -1.508 1.539
H -2.057 -0.152 0.556
H -0.481 -1.757 2.714
H -0.961 -0.197 2.916
H 1.433 -0.109 2.097
H 1.249 -1.373 0.937
H 2.332 0.314 -2.450
H -2.747 2.075 -0.438
*
```

Properties
* SMILES: CC=C=C(F)CCCC.N=C=O
* energy above the lowest of the compared OMol25 structures with the same formula, charge and spin: 155.86 kJ/mol
* frontier orbital gap: 9.958 eV
* E_LUMO: 0.7 eV
* highest occupied orbital energy: -9.22 eV